# 1
Density functional theory data (ωB97M-V with the def2-TZVPD basis set) for 2 unconnected molecules or ions with the total composition C4H12S in a non-equilibrium geometry.

Results
SMILES string: CSC.CC
F_max, eV/Å: 1.76
HOMO-LUMO gap, hartree: 0.3504
Multiplicity: 1
Highest occupied orbital energy, eV: -8.43
Relative energy (zero: lowest compared OMol25 entry of this formula, charge and spin), kcal per mole: 10.0

Structure (XYZ):
```
17
Properties=species:S:1:pos:R:3:forces:R:3
C 1.16185 -2.30729 -0.86582 0.7 0.4 -0.7
C 2.44875 -2.15822 -1.72765 -0.2 -0.7 0.5
H 0.89026 -3.35521 -0.85227 -0.3 -0.1 0.1
H 1.28701 -1.97726 0.16266 0.0 0.2 0.0
H 0.38885 -1.72360 -1.35337 -0.4 -0.1 0.3
H 3.32954 -1.91641 -1.13541 0.0 0.1 0.0
H 2.37063 -1.45325 -2.54971 -0.1 0.2 0.1
H 2.61028 -3.14056 -2.16676 0.4 0.1 -0.2
C -1.83889 0.81650 1.90005 -0.2 -0.5 0.2
C -1.34841 3.14730 0.41568 1.0 0.5 -1.4
S -1.08335 1.37049 0.36646 -0.1 0.0 -0.1
H -2.54607 1.54116 2.28363 -0.1 0.2 0.0
H -2.39692 -0.09409 1.67917 0.0 0.0 0.0
H -1.12202 0.57020 2.67854 0.2 0.2 0.0
H -1.89759 3.50906 1.23783 -0.7 0.0 1.2
H -1.86541 3.50440 -0.47730 -0.1 -0.3 0.0
H -0.38851 3.66679 0.40427 0.0 -0.1 0.2
```
Positions in Å, forces in eV/Å.

# 2
Density functional theory data (ωB97M-V with the def2-TZVPD basis set) for C3H6N2OS in the gas phase in a non-equilibrium geometry.

Results
SMILES string: NC[C@@H]1ON=CS1
F_max, eV/Å: 2.84
HOMO-LUMO gap, hartree: 0.3471
Multiplicity: 1
Highest occupied orbital energy, eV: -8.76
Relative energy (zero: lowest compared OMol25 entry of this formula, charge and spin), kcal per mole: 79.6

Structure (XYZ):
```
13
Properties=species:S:1:pos:R:3:forces:R:3
C -1.36768 0.24054 -1.03231 -1.7 -0.8 -2.1
C -0.38324 -0.74792 -0.51046 1.7 0.0 -0.7
C 1.11020 0.30571 1.11994 0.0 0.5 1.1
H -2.15656 2.12888 -0.64694 1.0 -0.6 0.0
H -0.44888 1.88258 -0.68112 -0.5 0.9 0.2
H -1.33692 0.28827 -2.17096 0.7 -0.2 0.9
H -2.30711 -0.26768 -0.93146 -0.9 -0.1 0.6
H -0.38753 -1.68164 -1.05760 -0.2 0.0 -0.5
H 1.70949 1.15402 1.62451 -1.0 -2.0 -0.6
N -1.35903 1.51426 -0.41415 0.2 0.7 0.4
N 0.19486 -0.37050 1.72501 0.6 1.4 -0.5
O -0.52993 -1.14875 0.80851 -0.1 -0.2 1.4
S 1.32253 -0.06942 -0.57773 0.2 0.3 -0.2
```
Positions in Å, forces in eV/Å.

# 3
Density functional theory data (ωB97M-V with the def2-TZVPD basis set) for 2 unconnected molecules or ions with the total composition CH3N2S in a non-equilibrium geometry.

Results
F_max, eV/Å: 2.93
HOMO-LUMO gap (alpha / beta), hartree: 0.2969 / 0.1934
Charge: +1
Multiplicity: 1
Highest occupied orbital energy (alpha / beta), eV: -14.55 / -14.34
Relative energy (zero: lowest compared OMol25 entry of this formula, charge and spin), kcal per mole: 116.7

Structure (XYZ):
```
7
Properties=species:S:1:pos:R:3:forces:R:3
C -0.77858 -0.08402 -0.03228 -0.4 -0.9 -0.3
N -1.58674 -1.19324 -0.15967 0.9 2.1 -1.9
N 0.41532 0.27185 -0.08528 0.8 1.1 -0.2
S -2.42554 0.35414 0.03284 -0.3 0.7 0.0
H -1.80839 -1.96830 0.38843 0.2 -1.4 1.8
H 1.26593 -0.25874 -0.07737 0.1 -0.6 0.0
H 1.58761 1.90751 -0.75412 -1.3 -1.1 0.6
```
Positions in Å, forces in eV/Å.

# 4
Density functional theory data (ωB97M-V with the def2-TZVPD basis set) for a molecular structure, C3H8CsO in a non-equilibrium geometry.

Results
F_max, eV/Å: 17.44
HOMO-LUMO gap, hartree: 0.4065
Charge: +1
Multiplicity: 1
Highest occupied orbital energy, eV: -14.49
Relative energy (zero: lowest compared OMol25 entry of this formula, charge and spin), kcal per mole: 127.0

Structure (XYZ):
```
13
Properties=species:S:1:pos:R:3:forces:R:3
Cs -2.05323 -1.08773 -1.37559 -14.8 -8.9 -2.2
C 1.50081 0.22298 0.02899 -0.3 -0.3 -1.1
C 0.12130 -0.38871 -0.14930 0.9 0.0 3.8
C -0.91340 0.10865 0.88890 1.0 0.1 1.2
O -0.39693 -0.11563 -1.37901 11.8 7.9 -2.6
H 2.13248 -0.31446 -0.67829 0.4 0.0 0.3
H 1.89251 0.21729 1.04616 -0.1 -0.1 -0.2
H 1.45022 1.22744 -0.39125 0.1 0.3 0.5
H 0.14957 -1.47701 -0.09531 0.4 -0.2 0.2
H -1.23191 1.13542 0.70891 0.2 0.2 -0.2
H -0.38251 0.10450 1.84086 -0.4 0.0 0.2
H -1.82920 -0.47489 0.98316 0.4 0.0 0.6
H -0.43976 0.84215 -1.42818 0.4 0.9 -0.6
```
Positions in Å, forces in eV/Å.

What is the formula in the fourth record? C3H8CsO

Copy entry 1 word for word.
Density functional theory data (ωB97M-V with the def2-TZVPD basis set) for 2 unconnected molecules or ions with the total composition C4H12S in a non-equilibrium geometry.

Results
SMILES string: CSC.CC
F_max, eV/Å: 1.76
HOMO-LUMO gap, hartree: 0.3504
Multiplicity: 1
Highest occupied orbital energy, eV: -8.43
Relative energy (zero: lowest compared OMol25 entry of this formula, charge and spin), kcal per mole: 10.0

Structure (XYZ):
```
17
Properties=species:S:1:pos:R:3:forces:R:3
C 1.16185 -2.30729 -0.86582 0.7 0.4 -0.7
C 2.44875 -2.15822 -1.72765 -0.2 -0.7 0.5
H 0.89026 -3.35521 -0.85227 -0.3 -0.1 0.1
H 1.28701 -1.97726 0.16266 0.0 0.2 0.0
H 0.38885 -1.72360 -1.35337 -0.4 -0.1 0.3
H 3.32954 -1.91641 -1.13541 0.0 0.1 0.0
H 2.37063 -1.45325 -2.54971 -0.1 0.2 0.1
H 2.61028 -3.14056 -2.16676 0.4 0.1 -0.2
C -1.83889 0.81650 1.90005 -0.2 -0.5 0.2
C -1.34841 3.14730 0.41568 1.0 0.5 -1.4
S -1.08335 1.37049 0.36646 -0.1 0.0 -0.1
H -2.54607 1.54116 2.28363 -0.1 0.2 0.0
H -2.39692 -0.09409 1.67917 0.0 0.0 0.0
H -1.12202 0.57020 2.67854 0.2 0.2 0.0
H -1.89759 3.50906 1.23783 -0.7 0.0 1.2
H -1.86541 3.50440 -0.47730 -0.1 -0.3 0.0
H -0.38851 3.66679 0.40427 0.0 -0.1 0.2
```
Positions in Å, forces in eV/Å.

Number 2 is which compound? C3H6N2OS

Among the records above, which one has the highest relative energy (zero: lowest compared OMol25 entry of this formula, charge and spin)? C3H8CsO